Entry 1:
This record from the Open Molecules 2025 dataset describes 3 unconnected molecules or ions with the total composition C28H54N5O4S. The level of theory is the ωB97M-V functional and the def2-TZVPD basis.

Properties
Highest occupied orbital energy (Eh): -0.37600
Total charge: +1
Kohn-Sham gap (eV): 7.651

Each line ends with the Mulliken charge.
Geometry (Å):
1 N 4.39 1.66 -0.74  -0.653
2 C 3.42 2.58 -0.13  -0.356
3 C 3.16 3.73 -1.07  -0.676
4 C 2.51 4.93 -0.37  -1.104
5 C 0.99 4.95 -0.54  -0.009
6 C 0.29 5.33 0.77  -0.814
7 N -1.09 4.85 0.81  0.330
8 C -1.78 4.35 -0.20  -0.350
9 N -2.99 3.99 0.20  0.252
10 C -4.04 3.36 -0.59  -0.598
11 C -3.50 2.34 -1.60  -1.305
12 C -2.44 1.44 -1.03  0.349
13 C -2.69 0.57 0.03  -0.718
14 C -1.66 -0.22 0.53  -0.667
15 C -0.38 -0.16 -0.01  -0.963
16 C -0.12 0.70 -1.06  -0.289
17 C -1.15 1.49 -1.57  -0.262
18 C -3.10 4.27 1.55  -0.241
19 C -1.92 4.82 1.93  -0.447
20 S -1.44 5.48 3.48  -0.228
21 H 3.97 1.23 -1.55  0.172
22 H 4.64 0.93 -0.09  0.243
23 H 2.49 2.04 0.10  0.096
24 H 3.83 2.94 0.81  0.495
25 H 4.14 4.04 -1.44  0.397
26 H 2.58 3.41 -1.93  0.302
27 H 2.91 5.87 -0.74  0.462
28 H 2.79 4.89 0.68  0.459
29 H 0.63 3.99 -0.87  -0.147
30 H 0.71 5.66 -1.31  0.438
31 H 0.33 6.39 0.98  0.221
32 H 0.82 4.82 1.56  0.608
33 H -1.44 4.23 -1.21  0.725
34 H -4.71 2.89 0.12  0.423
35 H -4.62 4.11 -1.11  0.310
36 H -3.08 2.89 -2.44  0.419
37 H -4.34 1.77 -1.98  0.433
38 H -3.68 0.53 0.46  0.489
39 H -1.88 -0.89 1.34  0.517
40 H 0.42 -0.78 0.37  0.515
41 H 0.86 0.78 -1.51  0.847
42 H -0.93 2.14 -2.41  0.493
43 H -3.96 4.10 2.16  0.539
44 H -0.35 4.72 3.73  0.187
45 C -3.37 -0.67 4.54  -0.830
46 O -2.67 -1.62 3.77  -0.255
47 C -1.38 -1.97 4.29  -0.697
48 C -1.36 -3.39 4.81  -0.359
49 N -2.16 -3.52 6.02  -0.309
50 C -2.35 -4.89 6.47  -0.700
51 C -3.13 -5.84 5.57  -0.459
52 O -4.51 -5.52 5.43  -0.425
53 C -4.82 -4.58 4.43  -0.527
54 H -4.26 -0.38 3.98  0.247
55 H -3.69 -1.08 5.50  0.348
56 H -2.76 0.23 4.71  0.346
57 H -1.07 -1.26 5.06  0.469
58 H -0.67 -1.89 3.46  0.332
59 H -0.32 -3.66 5.03  0.388
60 H -1.71 -4.04 4.00  0.189
61 H -3.06 -3.09 5.87  0.081
62 H -2.88 -4.84 7.43  0.378
63 H -1.37 -5.33 6.68  0.392
64 H -3.11 -6.83 6.04  0.350
65 H -2.67 -5.96 4.58  0.341
66 H -4.13 -4.64 3.58  0.274
67 H -4.83 -3.56 4.82  0.145
68 H -5.83 -4.80 4.07  0.323
69 C 5.04 -4.37 -5.07  -0.708
70 O 4.25 -3.64 -6.00  -0.349
71 C 2.86 -3.90 -5.92  -0.804
72 C 2.10 -2.69 -5.42  -0.194
73 N 2.39 -2.43 -4.01  -0.242
74 C 1.89 -1.16 -3.51  -0.616
75 C 2.45 0.13 -4.11  -0.493
76 O 3.81 0.37 -3.80  -0.363
77 C 4.76 -0.26 -4.66  -0.663
78 H 6.08 -4.19 -5.32  0.242
79 H 4.86 -4.04 -4.04  0.293
80 H 4.84 -5.44 -5.14  0.350
81 H 2.65 -4.78 -5.30  0.415
82 H 2.51 -4.13 -6.93  0.398
83 H 1.03 -2.86 -5.53  0.345
84 H 2.38 -1.84 -6.06  0.188
85 H 3.39 -2.46 -3.87  0.113
86 H 2.09 -1.14 -2.43  0.302
87 H 0.80 -1.15 -3.63  0.366
88 H 1.90 0.96 -3.66  0.203
89 H 2.29 0.19 -5.19  0.455
90 H 4.37 -0.36 -5.68  0.314
91 H 5.06 -1.23 -4.28  0.209
92 H 5.65 0.37 -4.68  0.303

Entry 2:
This record from the Open Molecules 2025 dataset describes a molecular structure, C28H55AlNO18S. The level of theory is the ωB97M-V functional and the def2-TZVPD basis.

Properties
Highest occupied orbital energy (Eh): -0.17461
Total charge: -1
Kohn-Sham gap (eV): 6.735

Each line ends with the Mulliken charge.
Geometry (Å):
1 C -0.59 -1.64 2.59  -1.400
2 C -1.57 -2.03 1.77  0.439
3 C -1.37 -2.62 0.43  -0.535
4 Al -1.95 -4.54 0.20  0.173
5 C -3.86 -4.71 -0.37  -0.741
6 C -4.84 -4.42 0.79  -0.801
7 C -5.68 -3.13 0.67  -0.911
8 C -5.01 -1.98 -0.08  0.611
9 C -5.68 -0.62 0.18  -0.680
10 C -4.64 0.42 0.64  -1.029
11 N -0.87 -5.22 -1.33  -0.411
12 C -0.79 -4.37 -2.14  0.361
13 S -0.69 -3.20 -3.24  -0.396
14 H 0.46 -1.75 2.32  -0.005
15 H -0.79 -1.18 3.55  0.266
16 H -2.59 -1.87 2.12  0.326
17 H -1.87 -2.02 -0.34  0.494
18 H -0.30 -2.58 0.20  0.369
19 H -1.64 -5.47 1.48  -0.498
20 H -4.08 -4.11 -1.26  0.323
21 H -3.98 -5.75 -0.68  0.508
22 H -5.53 -5.26 0.89  0.307
23 H -4.31 -4.39 1.75  0.292
24 H -6.66 -3.36 0.22  0.316
25 H -5.90 -2.77 1.68  0.347
26 H -3.96 -1.94 0.19  -0.666
27 H -5.08 -2.18 -1.15  0.381
28 H -6.13 -0.25 -0.74  0.293
29 H -6.46 -0.73 0.93  0.364
30 H -5.09 1.39 0.85  0.452
31 H -4.13 0.05 1.53  0.214
32 H -3.89 0.52 -0.14  0.265
33 C 1.57 -1.78 8.51  -0.628
34 O 2.16 -2.86 7.80  -0.361
35 C 1.60 -3.10 6.61  0.862
36 O 0.70 -2.48 6.12  -0.520
37 O 2.24 -4.10 6.02  -0.338
38 C 1.66 -4.49 4.77  -0.255
39 H 2.11 -1.70 9.45  0.215
40 H 1.66 -0.85 7.95  0.286
41 H 0.52 -1.98 8.71  0.292
42 H 1.63 -3.65 4.08  -0.025
43 H 0.66 -4.88 4.90  0.311
44 H 2.31 -5.26 4.36  0.210
45 C 3.18 -1.11 3.55  -0.557
46 O 3.23 -1.42 2.15  -0.165
47 C 4.30 -0.96 1.52  0.703
48 O 5.20 -0.34 2.02  -0.583
49 O 4.21 -1.32 0.24  -0.264
50 C 5.30 -0.88 -0.57  -0.751
51 H 2.26 -1.54 3.93  -0.074
52 H 4.03 -1.55 4.07  0.347
53 H 3.17 -0.03 3.70  0.374
54 H 6.23 -1.31 -0.23  0.297
55 H 5.37 0.20 -0.58  0.325
56 H 5.09 -1.24 -1.58  0.282
57 C -2.29 4.20 0.29  -0.519
58 O -0.92 3.80 0.23  -0.390
59 C -0.75 2.47 0.14  0.727
60 O -1.64 1.66 0.11  -0.424
61 O 0.55 2.22 0.06  -0.490
62 C 0.87 0.82 -0.03  -0.146
63 H -2.30 5.28 0.35  0.160
64 H -2.83 3.88 -0.60  0.247
65 H -2.77 3.78 1.18  0.302
66 H 0.42 0.39 -0.92  0.298
67 H 0.54 0.29 0.85  0.160
68 H 1.96 0.77 -0.12  0.055
69 C -0.12 2.59 -3.05  -0.678
70 O 0.37 1.45 -3.74  -0.220
71 C -0.13 1.28 -4.96  0.743
72 O -0.91 2.02 -5.51  -0.573
73 O 0.39 0.17 -5.48  -0.277
74 C -0.07 -0.14 -6.80  -0.664
75 H 0.39 2.60 -2.09  0.145
76 H 0.11 3.50 -3.59  0.409
77 H -1.19 2.51 -2.89  0.289
78 H 0.21 0.65 -7.49  0.315
79 H -1.15 -0.28 -6.80  0.295
80 H 0.42 -1.07 -7.07  0.218
81 C 9.55 -2.40 -2.86  -0.661
82 O 8.84 -1.18 -2.64  -0.242
83 C 9.58 -0.08 -2.76  0.756
84 O 10.75 -0.05 -3.04  -0.554
85 O 8.80 0.97 -2.53  -0.268
86 C 9.47 2.23 -2.62  -0.650
87 H 8.82 -3.20 -2.73  0.212
88 H 9.95 -2.44 -3.87  0.298
89 H 10.35 -2.51 -2.14  0.307
90 H 9.87 2.38 -3.62  0.294
91 H 10.27 2.29 -1.89  0.297
92 H 8.72 2.98 -2.41  0.213
93 C -5.41 6.26 -3.79  -0.652
94 O -4.86 6.32 -2.47  -0.238
95 C -5.42 7.22 -1.67  0.728
96 O -6.32 7.96 -1.96  -0.556
97 O -4.82 7.15 -0.48  -0.227
98 C -5.32 8.06 0.49  -0.666
99 H -4.86 5.49 -4.32  0.211
100 H -6.47 6.00 -3.75  0.295
101 H -5.29 7.22 -4.29  0.294
102 H -6.38 7.86 0.69  0.304
103 H -5.19 9.08 0.17  0.311
104 H -4.74 7.88 1.40  0.198

Entry 3:
This record from the Open Molecules 2025 dataset describes a molecular structure, C28H55B3N2O10S at a distorted geometry. The level of theory is the ωB97M-V functional and the def2-TZVPD basis.

Properties
Highest occupied orbital energy (Eh): -0.33726
Kohn-Sham gap (eV): 9.560

Each line ends with the Mulliken charge.
Geometry (Å):
1 O -5.20 3.30 4.59  -0.603
2 C -4.04 3.84 3.96  0.232
3 C -4.33 4.36 2.54  -0.593
4 B -3.57 3.60 1.41  0.291
5 O -4.13 3.43 0.13  -0.539
6 B -4.16 2.07 -0.14  0.721
7 O -2.97 1.39 -0.05  -0.433
8 B -2.07 1.83 0.92  0.671
9 C -0.85 0.93 1.29  -0.477
10 C -1.37 -0.15 2.26  -0.410
11 C -0.28 -1.15 2.68  -1.036
12 C -0.48 -2.52 2.00  -0.742
13 S 1.17 -3.26 1.77  -0.251
14 C 0.71 -4.90 1.47  0.641
15 N 0.07 -5.68 2.27  -0.325
16 N -0.08 -6.89 1.61  -0.397
17 C 0.50 -6.74 0.47  -0.048
18 O 1.02 -5.51 0.30  -0.243
19 O -2.34 3.00 1.61  -0.511
20 H -5.59 2.63 4.01  0.318
21 H -3.26 3.09 3.94  -0.218
22 H -3.75 4.67 4.59  0.307
23 H -5.40 4.25 2.34  0.310
24 H -4.13 5.43 2.45  0.289
25 H -5.18 1.50 -0.36  -0.142
26 H -0.06 1.50 1.76  0.284
27 H -0.49 0.44 0.39  0.179
28 H -2.18 -0.68 1.75  0.499
29 H -1.80 0.33 3.13  -0.085
30 H 0.70 -0.77 2.42  0.609
31 H -0.36 -1.31 3.75  0.302
32 H -1.05 -3.18 2.64  0.517
33 H -0.95 -2.41 1.03  0.411
34 H 0.62 -7.47 -0.31  0.488
35 C -0.46 1.76 7.07  -0.614
36 C -1.41 0.63 7.48  -0.586
37 C -2.57 0.86 6.53  -0.451
38 O -2.01 1.41 5.33  -0.308
39 C -0.66 1.80 5.57  -0.247
40 H 0.58 1.58 7.36  0.359
41 H -0.78 2.70 7.52  0.285
42 H -0.94 -0.34 7.29  0.263
43 H -1.71 0.67 8.53  0.337
44 H -3.29 1.57 6.94  0.244
45 H -3.11 -0.06 6.28  0.299
46 H 0.01 1.09 5.06  0.180
47 H -0.50 2.79 5.14  0.240
48 C -2.52 5.61 -1.66  -0.434
49 C -2.19 5.87 -3.13  -0.551
50 C -0.69 6.13 -3.07  -0.616
51 O -0.19 5.36 -1.98  -0.488
52 C -1.28 4.86 -1.20  0.515
53 H -3.43 5.04 -1.51  0.315
54 H -2.61 6.55 -1.12  0.313
55 H -2.39 4.97 -3.72  0.235
56 H -2.75 6.70 -3.57  0.389
57 H -0.47 7.19 -2.88  0.362
58 H -0.17 5.84 -3.98  0.304
59 H -1.38 3.78 -1.38  -0.503
60 H -1.06 5.01 -0.14  0.170
61 C 0.04 1.64 -5.10  -0.638
62 C 0.32 2.42 -3.81  0.327
63 C -0.12 1.42 -2.75  0.020
64 O 0.13 0.12 -3.28  -0.511
65 C 0.42 0.23 -4.68  -0.270
66 H 0.61 1.99 -5.96  0.373
67 H -1.02 1.69 -5.34  0.284
68 H 1.39 2.62 -3.72  0.316
69 H -0.21 3.37 -3.74  -0.431
70 H -1.19 1.51 -2.53  -0.017
71 H 0.43 1.53 -1.81  0.177
72 H 1.48 0.05 -4.83  0.022
73 H -0.14 -0.54 -5.22  0.336
74 C 3.33 -10.47 2.34  -0.573
75 C 3.33 -8.94 2.35  -0.483
76 C 3.49 -8.64 0.87  -0.286
77 O 2.85 -9.70 0.16  -0.413
78 C 2.56 -10.77 1.07  -0.400
79 H 2.87 -10.91 3.23  0.347
80 H 4.35 -10.85 2.27  0.273
81 H 2.37 -8.57 2.71  0.243
82 H 4.12 -8.50 2.95  0.375
83 H 4.55 -8.60 0.57  0.292
84 H 3.03 -7.69 0.58  0.091
85 H 1.48 -10.79 1.25  0.268
86 H 2.85 -11.71 0.60  0.263
87 C 5.33 0.91 -6.38  -0.560
88 C 5.31 2.32 -6.95  -0.546
89 C 4.12 2.26 -7.90  -0.393
90 O 3.20 1.33 -7.32  -0.402
91 C 3.84 0.61 -6.26  -0.254
92 H 5.85 0.82 -5.43  0.331
93 H 5.79 0.22 -7.09  0.273
94 H 5.13 3.05 -6.16  0.265
95 H 6.24 2.60 -7.46  0.343
96 H 4.42 1.90 -8.89  0.257
97 H 3.62 3.22 -8.02  0.262
98 H 3.44 0.97 -5.31  0.089
99 H 3.60 -0.45 -6.36  0.317

> What is the highest occupied orbital energy in the first record?

-0.37600 Eh

> The highest highest occupied orbital energy belongs to which entry?

C28H55AlNO18S

> Look up the highest occupied orbital energy of the second one.

-0.17461 Eh

> Number 3 is which compound?

C28H55B3N2O10S